13
Properties=species:S:1:pos:R:3 method="wB97M-V/def2-TZVPD" homo_lumo_gap_ha=0.282 relative_energy_kcal_mol=222.4 e_tot_ev=-10737.9717 homo_ev=-9.37
C 0.7708 -0.2156 -0.5834
C 1.9499 -1.0984 -0.4576
C -1.5751 0.2637 -0.3645
C -1.3579 -0.9685 0.4731
H 1.8881 2.4717 1.1325
H -1.2184 1.0999 0.1434
H -2.6566 0.5982 -0.9021
H -2.0271 -1.7579 0.3160
H -1.0191 -0.7156 1.4067
N 0.8034 1.0061 -0.2593
N 2.9786 -1.5976 -0.0178
N -0.5948 -0.5464 -0.7769
O 2.0582 1.4605 -0.1101



242
Properties=species:S:1:pos:R:3 method="wB97M-V/def2-TZVPD" homo_lumo_gap_ha=0.332 relative_energy_kcal_mol=0.0 e_tot_ev=-117367.6980 homo_ev=-8.57
C 1.6359 2.2587 5.2562
C 1.6900 0.7537 5.6276
O 2.9041 0.2046 5.2640
O 2.0971 2.4452 3.9313
H 2.3456 2.7629 5.9784
H 0.6461 2.6884 5.4195
H 0.9055 0.1444 5.1928
H 1.5837 0.5981 6.6948
H 3.2235 0.7348 4.5307
H 1.5336 2.2877 3.1849
C 3.2629 4.6466 -4.3280
O 3.9535 3.4310 -4.5185
C 3.1332 2.5388 -5.1599
C 3.7499 1.1654 -5.0433
N 4.0298 0.8121 -3.6408
C 4.7877 -0.4399 -3.4589
C 4.0524 -1.7626 -3.5939
O 3.5853 -1.9678 -4.9081
C 3.0220 -3.2550 -5.0781
H 2.2612 4.5032 -3.9077
H 3.1394 5.1494 -5.2916
H 3.8429 5.2769 -3.6782
H 2.9102 2.6718 -6.2459
H 2.1583 2.3712 -4.6565
H 4.6294 1.0245 -5.6709
H 3.0299 0.4417 -5.3774
H 4.4853 1.6103 -3.2027
H 5.2618 -0.5032 -2.4666
H 5.6041 -0.4491 -4.1778
H 3.1815 -1.7754 -2.9157
H 4.7490 -2.5800 -3.2703
H 2.2008 -3.3863 -4.3108
H 3.7634 -4.0891 -4.9422
H 2.7068 -3.3427 -6.1175
C -3.4752 4.4779 3.7896
O -3.9486 3.9907 2.5897
C -3.5434 4.9108 1.6124
C -4.3215 4.6900 0.3647
N -4.1615 5.9411 -0.4015
C -4.9366 5.9815 -1.6001
C -4.9873 7.2982 -2.3161
O -5.0794 8.3597 -1.4335
C -6.2374 8.2601 -0.6329
H -3.8402 5.5008 3.9248
H -2.3668 4.5543 3.7829
H -3.7830 3.8676 4.6449
H -2.4527 4.8242 1.4715
H -3.6443 6.0079 1.8819
H -5.3804 4.6232 0.6426
H -3.9735 3.7322 -0.1490
H -3.1757 6.1299 -0.6226
H -5.9388 5.6681 -1.3184
H -4.6177 5.2471 -2.3965
H -5.9015 7.1929 -2.9429
H -4.0715 7.4442 -2.8960
H -6.0537 7.3737 -0.0056
H -7.1390 8.1701 -1.2619
H -6.3815 9.2053 -0.0911
C 2.8875 -0.0744 -0.6356
O 1.7686 0.1759 0.2673
C 1.8755 -0.4389 1.5812
C 0.5703 -0.1418 2.2180
N 0.2824 1.3004 2.1979
C -1.0559 1.6315 2.5543
C -2.1465 1.1323 1.6127
O -1.8274 1.5995 0.3154
C -2.5584 0.9116 -0.7003
H 2.9558 -1.1510 -0.7413
H 3.7858 0.3839 -0.1761
H 2.7523 0.4897 -1.5620
H 2.6091 0.0800 2.1918
H 2.0811 -1.4875 1.4286
H 0.6095 -0.4363 3.2691
H -0.2387 -0.7081 1.6706
H 0.3771 1.5328 1.1908
H -1.1641 2.7172 2.5263
H -1.3058 1.1897 3.5263
H -3.1245 1.6537 1.8478
H -2.2904 0.0635 1.7080
H -3.6170 1.1923 -0.7676
H -2.5553 -0.1812 -0.4877
H -2.0354 1.1186 -1.6345
C -6.4478 0.4068 -4.8455
O -6.3614 0.9334 -3.5734
C -5.8737 0.0505 -2.6375
C -6.4741 0.4339 -1.2386
N -6.0781 -0.5236 -0.2319
C -6.5938 -0.3273 1.1178
C -6.1839 -1.3170 2.1390
O -6.6005 -2.5882 1.7088
C -6.0883 -3.5228 2.6116
H -6.9229 1.2292 -5.3978
H -7.1032 -0.4927 -4.9209
H -5.4726 0.1847 -5.2596
H -4.7654 -0.0661 -2.5271
H -6.2060 -0.9663 -2.8597
H -7.6055 0.5040 -1.2774
H -6.1115 1.4228 -0.9495
H -6.2974 -1.4340 -0.5974
H -7.6867 -0.2188 1.1402
H -6.2271 0.6556 1.4064
H -6.7362 -1.1361 3.0839
H -5.1358 -1.3075 2.3252
H -5.0568 -3.3643 2.7801
H -6.4363 -4.4958 2.2909
H -6.4757 -3.4309 3.6454
C 5.3372 -3.7291 -0.9718
C 6.7327 -4.0516 -1.6371
C 7.6777 -2.8566 -1.5990
O 7.2159 -1.8899 -2.4662
C 8.0306 -0.7360 -2.6305
N 7.2899 -5.2365 -1.0465
H 4.5816 -4.4348 -1.3572
H 5.0309 -2.6600 -1.1779
H 5.3947 -3.9232 0.1019
H 6.4370 -4.1867 -2.6908
H 8.6623 -3.1986 -1.9062
H 7.7415 -2.5102 -0.5433
H 8.0066 -0.1159 -1.7190
H 7.5375 -0.0810 -3.3780
H 9.0819 -0.9554 -2.8426
H 7.2516 -5.1753 -0.0216
H 8.2652 -5.3330 -1.3025
C -1.9888 -8.2445 2.5470
C -1.2055 -7.1722 3.2972
C -1.1945 -5.7996 2.5431
O -0.3531 -4.9744 3.3638
C 0.0557 -3.6974 2.8696
N -1.6940 -7.1382 4.6706
H -3.0609 -8.0027 2.5061
H -1.8549 -9.1161 3.2395
H -1.6309 -8.5687 1.5624
H -0.1610 -7.4644 3.2871
H -2.1984 -5.4622 2.4150
H -0.6790 -5.9565 1.5834
H -0.8862 -3.1295 2.8349
H 0.3033 -3.5957 1.7912
H 0.7360 -3.2518 3.6001
H -2.7096 -6.9920 4.6748
H -1.1625 -6.4568 5.2059
C 0.5388 -2.8135 -1.3829
C -0.0103 -4.2159 -1.1755
C -1.5894 -4.2533 -0.9140
O -1.8354 -3.3158 0.1351
C -3.1800 -2.8605 0.3329
N 0.3361 -5.0746 -2.2823
H 0.2968 -2.0464 -0.5958
H 0.3054 -2.4362 -2.3684
H 1.6394 -2.8969 -1.4255
H 0.4785 -4.6411 -0.3129
H -1.9642 -5.2773 -0.6388
H -2.0847 -3.8520 -1.8732
H -3.2638 -2.4255 1.3206
H -3.8321 -3.7416 0.2867
H -3.3547 -2.1816 -0.5024
H -0.1524 -4.7118 -3.0850
H 1.3030 -5.1079 -2.5726
C 0.7441 4.9221 0.0274
C 0.1548 4.4319 -1.3076
C 0.6732 3.0036 -1.6115
O -0.0003 2.6127 -2.7597
C 0.3324 1.2829 -3.1445
N -1.2921 4.4554 -1.0910
H 0.3490 5.8603 0.2593
H 1.8185 5.0617 0.0748
H 0.4281 4.2551 0.7970
H 0.4905 5.0370 -2.1868
H 0.5268 2.1631 -0.8911
H 1.7448 3.1551 -1.7886
H -0.3501 1.0507 -3.9643
H 0.1895 0.5581 -2.3218
H 1.3163 1.1196 -3.4361
H -1.5326 3.7159 -0.4224
H -1.7900 4.2055 -1.9628
C 1.7884 -7.4978 -0.0121
C 3.0195 -6.5691 0.2236
C 2.8727 -5.9865 1.7211
O 3.9266 -5.0968 2.0267
C 3.8718 -4.8214 3.3923
N 4.2040 -7.3339 0.1165
H 1.9297 -8.4323 0.5568
H 1.6497 -7.7407 -1.0945
H 0.8994 -6.9571 0.2970
H 2.9758 -5.6636 -0.4615
H 2.8470 -6.9071 2.3473
H 1.9537 -5.4281 1.8463
H 2.9142 -4.4423 3.7683
H 4.6761 -4.1288 3.6220
H 4.1723 -5.7324 3.9717
H 4.9988 -6.7330 0.2158
H 4.2637 -7.8049 -0.7845
C 6.5443 0.5891 2.2452
C 6.4326 2.0408 2.8884
C 5.0663 2.5620 2.6914
O 4.8025 2.6895 1.3118
C 3.6917 3.4442 1.0179
N 6.5836 1.9594 4.3889
H 7.4831 0.1290 2.6001
H 6.4844 0.6421 1.1286
H 5.6728 -0.0719 2.5689
H 7.1828 2.6473 2.3603
H 5.0363 3.5107 3.2787
H 4.3616 1.9533 3.2340
H 3.7650 4.4995 1.2895
H 2.8600 3.0601 1.6080
H 3.5847 3.3753 -0.0856
H 7.1671 2.6929 4.7430
H 7.0656 1.1570 4.6983
C -2.3962 6.7269 -8.1222
C -3.3175 6.0757 -7.1340
C -2.6426 5.0042 -6.2402
O -3.4374 4.6039 -5.2147
C -2.8835 3.5537 -4.4450
N -4.0477 7.1605 -6.4599
H -1.6878 7.4278 -7.5883
H -3.0345 7.3033 -8.7606
H -1.8279 5.9665 -8.6974
H -4.0674 5.4211 -7.6773
H -1.6272 5.4122 -5.9427
H -2.4159 4.0938 -6.8355
H -2.7143 2.6266 -5.0311
H -3.6099 3.3274 -3.6181
H -1.8615 3.8459 -4.0531
H -4.7028 6.7591 -5.7734
H -3.3350 7.6845 -5.9490
C -2.1478 0.3258 6.1223
C -2.1535 -0.8546 5.0240
C -1.7359 -2.2179 5.5510
O -0.3680 -2.1709 5.9924
C 0.0370 -3.2083 6.8293
N -3.4929 -0.9525 4.3915
H -2.8282 0.1290 6.9472
H -2.4141 1.2858 5.6317
H -1.1364 0.4282 6.5743
H -1.4971 -0.6235 4.2261
H -1.8772 -2.8842 4.7032
H -2.4119 -2.6018 6.3503
H 1.1262 -3.1752 7.0526
H -0.1397 -4.1672 6.3407
H -0.4566 -3.2411 7.8199
H -4.2231 -1.1933 5.0627
H -3.7933 -0.0230 4.0932